DFT (ωB97M-V/def2-TZVPD) results for a 13-piece molecular cluster, C34H55N13O overall in a non-equilibrium geometry.

Its highest occupied orbital energy is -9.94 eV. Its LUMO energy is -0.435 eV. As for the total charge: 0. Its gap between HOMO and LUMO is 9.50 eV.

Cartesian coordinates (Å):
C 4.63 2.55 0.59
C 4.89 1.12 -0.23
C 4.87 -0.21 0.74
C 4.07 -1.50 0.05
C 2.92 -2.14 1.03
C 1.37 -1.82 0.59
C 0.82 -0.34 1.03
C -0.65 0.10 0.38
C -0.18 0.27 -1.19
C 1.26 1.07 -0.89
O 1.77 1.80 -1.88
N 1.74 0.75 0.51
H 3.60 2.54 1.19
H 5.52 2.67 1.35
H 4.62 3.45 -0.18
H 5.98 1.24 -0.70
H 4.16 1.03 -1.16
H 6.00 -0.52 0.91
H 4.42 0.05 1.79
H 3.69 -1.24 -1.04
H 4.91 -2.34 -0.08
H 3.05 -3.32 0.98
H 3.07 -1.87 2.18
H 1.22 -2.07 -0.56
H 0.69 -2.62 1.16
H 0.55 -0.38 2.17
H -1.51 -0.67 0.62
H -0.84 1.21 0.69
H -0.06 -0.68 -1.87
H -0.73 1.05 -1.88
H 1.68 1.50 1.23
C -2.17 2.91 -4.19
C -3.42 2.35 -3.54
N -4.47 1.89 -3.01
H -1.97 3.92 -3.82
H -1.31 2.27 -3.95
H -2.29 2.95 -5.28
C 3.64 6.50 1.26
C 3.91 5.41 2.28
N 4.14 4.50 3.13
H 3.92 7.47 1.68
H 4.22 6.32 0.36
H 2.57 6.51 1.01
C -1.15 6.31 1.51
C -0.05 7.20 0.96
N 0.86 7.94 0.51
H -1.97 6.24 0.79
H -0.76 5.31 1.70
H -1.54 6.72 2.45
C 3.64 2.29 5.98
C 3.91 1.20 7.00
N 4.14 0.29 7.85
H 3.92 3.27 6.39
H 4.22 2.11 5.07
H 2.57 2.31 5.72
C -2.48 -1.19 -6.31
C -1.87 0.17 -6.59
N -1.36 1.30 -6.83
H -3.53 -1.08 -6.01
H -2.43 -1.82 -7.20
H -1.93 -1.68 -5.50
C 6.98 -1.46 5.76
C 6.26 -1.49 4.43
N 5.66 -1.52 3.32
H 6.27 -1.31 6.57
H 7.51 -2.40 5.93
H 7.71 -0.64 5.77
C -4.95 -3.34 -3.86
C -4.15 -3.58 -5.13
N -3.48 -3.78 -6.18
H -4.55 -2.46 -3.33
H -6.00 -3.16 -4.11
H -4.88 -4.21 -3.20
C 3.84 1.54 10.97
C 3.46 2.28 12.25
N 3.14 2.89 13.30
H 2.95 1.38 10.36
H 4.56 2.12 10.40
H 4.27 0.57 11.22
C -2.41 -4.44 -0.69
C -3.81 -4.94 -1.00
N -4.98 -5.35 -1.26
H -1.94 -4.06 -1.60
H -2.45 -3.65 0.05
H -1.80 -5.27 -0.30
C -6.36 -8.11 -2.34
C -7.62 -8.66 -1.69
N -8.66 -9.13 -1.15
H -6.16 -7.10 -1.96
H -5.50 -8.74 -2.10
H -6.48 -8.07 -3.42
C -6.63 2.55 0.29
C -5.27 3.19 0.51
N -4.14 3.73 0.69
H -6.51 1.58 -0.20
H -7.14 2.41 1.25
H -7.25 3.20 -0.34
C -4.41 -3.52 -9.56
C -5.13 -3.55 -10.90
N -5.73 -3.58 -12.00
H -5.12 -3.37 -8.75
H -3.88 -4.46 -9.40
H -3.68 -2.70 -9.55

DFT (ωB97M-V/def2-TZVPD) results for C34H55N4OP2SSr as an isolated structure in a non-equilibrium geometry.

Its highest occupied orbital energy is -7.65 eV. Its LUMO energy is -3.153 eV. The energy relative to the best compared isomer or geometry (same formula, charge and spin) is 0.0 kcal per mole. As for the total charge: +1. Its gap between HOMO and LUMO is 4.50 eV.

Cartesian coordinates (Å):
C -2.07 -1.67 -1.07
C 0.12 -1.78 -1.83
C -2.44 -2.72 -1.92
C -0.31 -2.52 -2.93
C -1.57 -3.08 -2.92
H -3.43 -3.16 -1.82
H 0.46 -2.74 -3.71
H -1.80 -3.91 -3.62
N -0.80 -1.22 -0.98
P -3.00 0.57 0.47
P 2.38 -0.88 -0.34
C -3.21 -1.15 -0.19
H -4.17 -1.18 -0.75
H -3.40 -1.83 0.68
C 0.50 2.69 2.95
O 0.74 3.58 3.64
C 1.51 -1.51 -1.76
H 1.99 -1.20 -2.72
C 3.81 0.47 -0.73
C 3.04 -2.67 -0.12
C -3.77 1.62 -0.94
C -3.99 0.55 2.11
C 3.45 1.84 -0.12
H 3.22 1.75 0.95
H 4.31 2.53 -0.20
H 2.61 2.32 -0.62
C 5.12 0.00 -0.06
H 5.00 -0.10 1.03
H 5.51 -0.93 -0.49
H 5.89 0.77 -0.22
C 3.99 0.64 -2.23
H 4.79 1.37 -2.42
H 4.28 -0.29 -2.73
H 3.09 1.03 -2.72
C 3.68 -2.72 1.26
H 2.97 -2.33 2.02
H 3.89 -3.78 1.48
H 4.62 -2.16 1.31
C 1.84 -3.64 -0.14
H 1.07 -3.30 0.57
H 1.39 -3.73 -1.14
H 2.18 -4.65 0.11
C 3.99 -2.93 -1.30
H 3.79 -2.28 -2.16
H 5.05 -2.85 -1.03
H 3.81 -3.96 -1.65
C -3.83 1.95 2.76
H -4.25 1.92 3.78
H -2.76 2.25 2.84
H -4.37 2.73 2.19
C -3.37 -0.52 3.03
H -3.61 -1.54 2.70
H -2.27 -0.45 3.12
H -3.79 -0.39 4.04
C -5.47 0.23 1.90
H -5.92 0.05 2.89
H -6.03 1.05 1.45
H -5.61 -0.68 1.30
C -3.06 1.27 -2.25
H -3.42 1.93 -3.05
H -1.98 1.43 -2.16
H -3.23 0.23 -2.55
C -3.50 3.10 -0.61
H -2.42 3.31 -0.50
H -3.89 3.72 -1.43
H -4.01 3.41 0.32
C -5.27 1.37 -1.12
H -5.52 0.31 -1.25
H -5.86 1.79 -0.30
H -5.58 1.88 -2.04
Sr -0.02 0.56 1.02
N 0.23 1.95 -1.10
C 0.27 2.02 -2.27
C 0.58 2.01 -3.67
C 0.61 3.35 -4.11
C 0.86 0.98 -4.60
C 0.75 3.66 -5.46
H 0.48 4.20 -3.43
C 1.02 1.29 -5.94
H 0.94 -0.06 -4.27
C 0.94 2.62 -6.38
H 0.65 4.69 -5.81
H 1.16 0.47 -6.65
H 1.02 2.79 -7.47
C 0.40 0.32 6.21
N 0.57 0.16 4.78
C 0.88 -1.05 4.24
S 0.10 -1.65 2.82
N 1.80 -1.82 4.83
C 2.94 -1.28 5.58
H 1.16 -0.25 6.74
H -0.59 -0.02 6.55
H 0.50 1.38 6.47
H -0.08 0.70 4.22
H 1.96 -2.71 4.35
H 2.91 -1.65 6.60
H 3.86 -1.64 5.11
H 2.96 -0.20 5.59

DFT (ωB97M-V/def2-TZVPD) results for C34H56CrN2O2P3 as an isolated structure in a non-equilibrium geometry.

Its highest occupied orbital energy (spin up / spin down) is -8.62 / -8.60 eV. Its LUMO energy (spin up / spin down) is -2.734 / -3.277 eV. The energy relative to the best compared isomer or geometry (same formula, charge and spin) is 0.0 kcal per mole. As for the total charge: +1. Its gap between HOMO and LUMO (spin up / spin down) is 5.88 / 5.32 eV. As for the spin multiplicity: 5.

Cartesian coordinates (Å):
C -1.26 -1.68 -2.19
C 0.75 -2.71 -1.47
C -1.42 -2.61 -3.21
C 0.52 -3.76 -2.39
C -0.54 -3.70 -3.27
H -2.25 -2.49 -3.89
H 1.23 -4.59 -2.40
H -0.71 -4.47 -4.01
N -0.21 -1.71 -1.35
P -2.50 -0.25 -0.17
P 2.34 -1.08 0.10
C -2.29 -0.57 -1.98
H -1.98 0.36 -2.47
H -3.25 -0.85 -2.43
C 1.92 -2.60 -0.69
H 2.58 -3.47 -0.65
C 3.48 -0.13 -1.13
C 3.37 -1.56 1.63
C -3.37 1.44 0.00
C -3.63 -1.70 0.33
C 3.51 1.35 -0.71
H 4.05 1.50 0.24
H 4.04 1.93 -1.49
H 2.51 1.76 -0.60
C 4.91 -0.70 -1.17
H 5.47 -0.54 -0.24
H 4.90 -1.77 -1.42
H 5.47 -0.19 -1.97
C 2.91 -0.27 -2.55
H 3.50 0.37 -3.23
H 2.97 -1.30 -2.91
H 1.88 0.06 -2.61
C 4.01 -0.27 2.20
H 3.25 0.51 2.34
H 4.45 -0.50 3.18
H 4.82 0.12 1.57
C 2.43 -2.13 2.69
H 1.65 -1.42 2.97
H 1.95 -3.06 2.36
H 3.01 -2.36 3.59
C 4.42 -2.64 1.33
H 5.18 -2.33 0.62
H 4.94 -2.87 2.28
H 3.95 -3.56 0.97
C -4.04 -1.49 1.80
H -4.58 -2.39 2.14
H -3.17 -1.36 2.45
H -4.73 -0.64 1.92
C -2.88 -3.03 0.21
H -2.63 -3.27 -0.83
H -1.96 -3.05 0.81
H -3.54 -3.82 0.60
C -4.88 -1.84 -0.55
H -5.47 -2.68 -0.16
H -5.53 -0.96 -0.55
H -4.63 -2.08 -1.59
C -2.65 2.52 -0.82
H -2.63 2.28 -1.89
H -3.21 3.46 -0.70
H -1.63 2.69 -0.47
C -3.31 1.85 1.48
H -2.28 1.92 1.85
H -3.78 2.84 1.59
H -3.85 1.16 2.14
C -4.82 1.37 -0.49
H -4.89 0.97 -1.51
H -5.47 0.79 0.19
H -5.23 2.39 -0.52
Cr -0.05 -0.41 0.19
C -0.48 -1.42 1.71
O -0.76 -2.01 2.70
N 0.21 1.16 -1.03
C 0.32 1.73 -2.06
C 0.49 2.56 -3.18
C 0.29 3.95 -3.05
C 0.87 2.01 -4.44
C 0.46 4.78 -4.16
H 0.01 4.36 -2.08
C 1.06 2.86 -5.53
H 1.00 0.94 -4.53
C 0.85 4.24 -5.39
H 0.29 5.85 -4.06
H 1.38 2.44 -6.48
H 0.99 4.89 -6.26
C 1.27 2.73 4.55
P 0.20 1.36 4.08
C 0.58 -0.05 5.13
C -1.47 1.87 4.55
O 0.32 1.05 2.60
H 2.32 2.47 4.32
H 1.17 2.95 5.62
H 0.97 3.60 3.96
H 0.22 0.18 6.14
H 0.06 -0.94 4.75
H 1.66 -0.23 5.16
H -1.67 2.84 4.10
H -2.19 1.12 4.19
H -1.54 1.94 5.65

What is the total charge in the second record? +1